i) 153
Properties=species:S:1:pos:R:3 method="wB97M-V/def2-TZVPD" e_homo_ev=-8.81 total_charge=0 homo_lumo_gap_ev=9.245
C -0.215 -3.674 6.767
O -1.206 -3.748 7.802
C -0.645 -3.789 9.100
C -1.743 -3.581 10.147
C -2.623 -2.431 9.785
N -1.182 -3.354 11.469
H -0.701 -3.961 5.835
H 0.418 -4.545 6.936
H 0.309 -2.719 6.810
H -0.089 -4.716 9.242
H 0.084 -2.982 9.174
H -2.338 -4.491 10.223
H -2.019 -1.535 9.639
H -3.279 -2.041 10.562
H -3.152 -2.627 8.852
H -1.824 -3.069 12.196
H -0.841 -4.256 11.767
C 2.607 -8.285 -3.352
O 3.641 -9.198 -3.573
C 3.720 -10.190 -2.534
C 4.745 -11.246 -2.946
C 4.276 -12.127 -4.167
N 5.065 -12.125 -1.882
H 1.640 -8.772 -3.478
H 2.712 -7.501 -4.102
H 2.604 -7.938 -2.319
H 4.113 -9.757 -1.614
H 2.739 -10.593 -2.284
H 5.655 -10.701 -3.200
H 4.927 -12.921 -4.531
H 4.082 -11.478 -5.021
H 3.237 -12.439 -4.056
H 4.318 -12.783 -1.714
H 5.851 -12.716 -2.114
C -1.953 -3.617 -6.546
O -1.875 -3.385 -5.141
C -2.761 -4.279 -4.359
C -4.230 -3.847 -4.551
C -4.398 -2.318 -4.291
N -5.165 -4.558 -3.657
H -1.281 -2.941 -7.074
H -2.942 -3.499 -6.991
H -1.581 -4.580 -6.894
H -2.542 -5.267 -4.763
H -2.602 -4.315 -3.281
H -4.654 -3.959 -5.549
H -3.729 -1.695 -4.885
H -4.186 -2.105 -3.243
H -5.413 -1.945 -4.429
H -5.182 -5.548 -3.857
H -6.075 -4.299 -4.012
C -3.552 3.649 11.760
O -2.359 3.654 10.970
C -1.106 3.291 11.550
C 0.075 3.580 10.655
C 0.220 2.677 9.406
N 1.336 3.508 11.425
H -3.592 2.711 12.314
H -4.516 3.713 11.254
H -3.545 4.396 12.554
H -1.017 3.862 12.475
H -1.146 2.231 11.803
H 0.028 4.640 10.406
H -0.464 2.901 8.588
H 0.076 1.629 9.668
H 1.246 2.640 9.037
H 1.417 2.527 11.651
H 1.245 3.846 12.372
C -0.604 7.320 1.946
O -1.551 6.714 1.018
C -1.332 6.993 -0.355
C -2.487 6.252 -1.177
C -2.326 6.346 -2.695
N -3.842 6.678 -0.838
H 0.397 6.926 1.774
H -0.951 7.128 2.961
H -0.548 8.402 1.824
H -1.343 8.070 -0.523
H -0.307 6.703 -0.587
H -2.428 5.190 -0.939
H -1.565 5.703 -3.137
H -2.096 7.383 -2.938
H -3.164 5.987 -3.293
H -4.006 6.598 0.155
H -4.562 6.172 -1.334
C 3.871 -0.136 -8.314
O 2.603 -0.231 -9.068
C 2.495 0.843 -10.039
C 1.084 0.984 -10.654
C 0.712 -0.175 -11.537
N 0.819 2.298 -11.305
H 3.927 0.660 -7.572
H 4.740 -0.028 -8.963
H 3.989 -1.068 -7.761
H 2.717 1.747 -9.472
H 3.193 0.802 -10.875
H 0.413 0.890 -9.800
H -0.297 -0.071 -11.938
H 0.656 -1.089 -10.945
H 1.409 -0.358 -12.355
H 0.923 3.024 -10.610
H -0.152 2.283 -11.582
C 6.988 3.715 -2.334
O 6.280 3.924 -3.525
C 6.668 5.141 -4.279
C 5.729 5.271 -5.464
C 6.118 6.407 -6.404
N 4.392 5.607 -4.924
H 6.979 4.564 -1.651
H 8.015 3.510 -2.636
H 6.576 2.851 -1.813
H 6.600 6.003 -3.615
H 7.645 4.899 -4.696
H 5.725 4.313 -5.985
H 5.479 6.472 -7.284
H 7.021 6.301 -7.006
H 6.174 7.391 -5.937
H 4.081 4.820 -4.373
H 4.399 6.414 -4.316
C 0.297 1.079 1.764
O 0.597 0.333 0.606
C 1.321 1.056 -0.349
C 1.303 0.343 -1.748
C 1.999 -1.041 -1.730
N 2.028 1.232 -2.605
H -0.233 2.003 1.530
H 1.264 1.224 2.246
H -0.201 0.376 2.432
H 1.191 2.136 -0.418
H 2.340 1.083 0.035
H 0.282 0.345 -2.130
H 1.884 -1.488 -2.717
H 1.453 -1.791 -1.158
H 3.016 -0.972 -1.344
H 3.018 1.157 -2.420
H 1.965 0.764 -3.498
C -4.695 1.988 5.840
O -5.134 1.962 4.524
C -5.889 0.769 4.160
C -6.482 0.943 2.720
C -5.426 1.288 1.706
N -7.417 2.061 2.659
H -5.309 1.508 6.601
H -4.463 2.998 6.181
H -3.804 1.362 5.788
H -5.231 -0.096 4.236
H -6.686 0.653 4.894
H -7.065 0.071 2.421
H -4.678 0.515 1.883
H -4.969 2.246 1.953
H -5.815 1.268 0.688
H -7.510 2.213 1.665
H -6.876 2.856 2.971


ii) 153
Properties=species:S:1:pos:R:3 method="wB97M-V/def2-TZVPD" e_homo_ev=-9.03 total_charge=0 homo_lumo_gap_ev=9.323
C -6.712 -7.698 0.600
O -6.846 -7.375 -0.745
C -7.852 -8.217 -1.458
C -8.461 -7.430 -2.676
C -9.357 -6.221 -2.286
N -9.340 -8.282 -3.439
H -6.335 -6.844 1.164
H -5.990 -8.505 0.719
H -7.651 -7.978 1.077
H -7.399 -9.172 -1.723
H -8.699 -8.568 -0.869
H -7.659 -6.984 -3.264
H -8.719 -5.635 -1.624
H -10.261 -6.547 -1.771
H -9.610 -5.546 -3.104
H -8.979 -9.203 -3.641
H -9.469 -7.809 -4.322
C 5.337 -1.841 -5.765
O 6.534 -1.191 -5.416
C 6.276 0.248 -5.402
C 7.201 1.193 -4.647
C 7.418 0.575 -3.285
N 6.472 2.463 -4.459
H 5.590 -2.902 -5.791
H 4.898 -1.638 -6.742
H 4.531 -1.712 -5.043
H 6.129 0.734 -6.367
H 5.273 0.364 -4.992
H 8.130 1.306 -5.205
H 6.510 0.418 -2.702
H 7.942 1.264 -2.623
H 7.941 -0.378 -3.359
H 5.597 2.322 -3.973
H 7.028 3.083 -3.889
C -0.881 -1.392 6.666
O -1.665 -0.290 6.965
C -3.023 -0.453 7.032
C -3.711 -0.664 5.681
C -3.406 0.497 4.701
N -5.156 -0.863 5.862
H 0.144 -1.041 6.793
H -1.074 -1.704 5.640
H -1.087 -2.170 7.401
H -3.245 -1.358 7.598
H -3.458 0.470 7.415
H -3.347 -1.577 5.210
H -3.950 0.371 3.765
H -2.335 0.541 4.507
H -3.754 1.457 5.085
H -5.529 0.067 5.985
H -5.347 -1.360 6.721
C 1.487 6.542 1.915
O 0.110 6.346 1.556
C -0.659 7.512 1.497
C -2.121 7.261 1.229
C -2.455 6.580 -0.112
N -2.875 8.488 1.226
H 1.877 7.206 1.143
H 2.024 5.599 2.017
H 1.608 7.110 2.837
H -0.566 8.126 2.392
H -0.256 8.103 0.674
H -2.527 6.569 1.966
H -2.573 7.245 -0.968
H -3.437 6.114 -0.029
H -1.754 5.779 -0.344
H -2.685 9.131 1.982
H -3.848 8.235 1.325
C -9.765 -0.524 0.800
O -9.994 0.085 -0.439
C -8.962 0.942 -0.863
C -9.065 1.119 -2.442
C -7.935 1.821 -3.209
N -10.302 1.865 -2.714
H -10.577 -1.187 1.097
H -9.651 0.195 1.611
H -8.811 -1.049 0.756
H -9.046 1.890 -0.332
H -7.983 0.517 -0.643
H -9.178 0.091 -2.787
H -7.781 2.867 -2.944
H -8.218 1.748 -4.259
H -6.935 1.398 -3.118
H -10.532 1.771 -3.693
H -11.091 1.598 -2.142
C -0.192 4.021 -7.168
O 0.275 5.051 -6.373
C -0.063 6.401 -6.808
C 0.694 6.988 -8.015
C 2.084 7.544 -7.579
N -0.014 7.991 -8.708
H 0.103 3.025 -6.837
H 0.173 4.118 -8.191
H -1.275 4.016 -7.290
H -1.147 6.452 -6.912
H 0.176 6.987 -5.921
H 0.875 6.243 -8.790
H 2.651 6.735 -7.119
H 2.076 8.419 -6.929
H 2.756 7.786 -8.403
H 0.702 8.392 -9.297
H -0.313 8.702 -8.056
C 8.207 -0.425 4.141
O 9.395 -0.481 3.347
C 10.432 0.339 3.876
C 11.653 0.445 2.931
C 12.222 -0.996 2.737
N 12.646 1.367 3.475
H 7.798 0.585 4.159
H 8.405 -0.632 5.193
H 7.508 -1.228 3.905
H 10.111 1.374 3.993
H 10.835 0.045 4.845
H 11.324 0.879 1.987
H 11.588 -1.655 2.143
H 12.381 -1.563 3.654
H 13.222 -0.963 2.305
H 12.944 1.211 4.428
H 13.475 1.347 2.899
C -1.873 -1.807 -0.602
O -0.584 -1.294 -0.680
C -0.509 0.140 -0.955
C 0.974 0.564 -0.847
C 1.498 0.367 0.588
N 1.175 1.905 -1.283
H -2.253 -1.386 0.329
H -1.877 -2.894 -0.529
H -2.566 -1.459 -1.369
H -0.906 0.270 -1.961
H -1.064 0.747 -0.239
H 1.537 -0.124 -1.478
H 0.895 0.950 1.284
H 2.522 0.740 0.601
H 1.446 -0.668 0.926
H 0.677 2.235 -2.097
H 0.837 2.460 -0.509
C 1.556 -6.623 3.442
O 2.212 -6.497 4.662
C 3.562 -6.855 4.591
C 4.343 -6.272 5.826
C 5.844 -6.411 5.827
N 3.734 -6.851 6.995
H 1.899 -5.949 2.656
H 0.523 -6.424 3.726
H 1.634 -7.660 3.115
H 3.555 -7.945 4.626
H 4.045 -6.488 3.686
H 4.044 -5.225 5.871
H 6.189 -5.801 6.662
H 6.256 -5.966 4.921
H 6.057 -7.477 5.911
H 2.768 -6.903 6.704
H 3.972 -7.833 6.987


The most stable of them is ii).


i) 31
Properties=species:S:1:pos:R:3 method="wB97M-V/def2-TZVPD" e_homo_ev=-10.10 total_charge=0 homo_lumo_gap_ev=10.277
He 0.064 -0.292 -0.417
O -2.532 -1.083 -3.283
H -3.002 -0.250 -3.325
H -1.751 -0.944 -3.819
O 0.156 1.629 2.771
H -0.272 0.814 3.031
H 0.049 1.663 1.820
O -0.477 2.495 0.031
H -1.105 2.268 -0.655
H 0.377 2.443 -0.399
O 3.263 -1.323 -0.014
H 3.959 -0.872 0.464
H 2.497 -1.254 0.555
O 0.214 -1.329 -4.067
H 0.317 -1.382 -5.017
H 0.608 -2.137 -3.737
O 2.149 2.769 -0.499
H 2.953 2.500 -0.053
H 2.452 3.249 -1.270
O 2.023 -0.568 2.427
H 1.467 -1.331 2.584
H 1.509 0.173 2.747
O -2.625 1.386 1.461
H -2.738 0.573 0.970
H -2.007 1.898 0.939
O 0.118 -2.806 3.204
H -0.166 -3.147 2.356
H 0.909 -3.305 3.410
O -2.618 -0.496 -0.415
H -3.561 -0.595 -0.547
H -2.231 -0.746 -1.254


ii) 31
Properties=species:S:1:pos:R:3 method="wB97M-V/def2-TZVPD" e_homo_ev=-10.45 total_charge=0 homo_lumo_gap_ev=10.253
He 0.062 -0.347 -0.075
O -1.540 1.326 -1.131
H -0.715 1.634 -1.506
H -2.217 1.775 -1.638
O -1.920 1.732 1.640
H -1.881 1.249 0.814
H -2.447 1.179 2.217
O 0.835 2.257 -2.590
H 1.637 2.565 -2.167
H 0.454 3.043 -2.982
O -0.195 -0.276 2.669
H -0.638 0.179 1.953
H 0.560 -0.696 2.257
O -1.893 -1.682 -1.576
H -1.704 -0.770 -1.354
H -1.955 -2.127 -0.731
O 3.377 -2.614 -0.284
H 4.314 -2.495 -0.128
H 3.262 -2.416 -1.214
O -2.176 -2.766 1.060
H -2.862 -2.595 1.705
H -1.411 -3.007 1.581
O 2.082 -1.168 1.694
H 2.432 -1.461 0.852
H 2.389 -0.265 1.780
O 0.869 -0.223 -3.677
H 0.905 0.676 -3.350
H -0.059 -0.455 -3.637
O 0.235 2.957 2.667
H 0.828 2.205 2.658
H -0.629 2.583 2.493


The most stable of them is ii).


i) 21
Properties=species:S:1:pos:R:3 method="wB97M-V/def2-TZVPD" e_homo_ev=-7.58 total_charge=0 homo_lumo_gap_ev=8.663
C 2.388 -0.063 -0.049
C 1.528 1.211 0.290
C 0.129 0.915 -0.295
C -1.248 1.287 0.245
N -2.196 0.294 -0.216
C -1.444 -0.852 -0.346
C -0.731 -1.328 0.930
C 0.015 -0.555 -0.219
N 1.329 -1.066 -0.515
H 3.118 0.029 -0.870
H 2.816 -0.432 0.979
H 1.995 2.166 0.076
H 1.418 1.329 1.336
H 0.191 1.208 -1.302
H -1.544 2.190 -0.180
H -1.258 1.393 1.335
H -2.712 0.625 -1.101
H -1.816 -1.598 -1.079
H -0.393 -2.357 1.071
H -1.053 -0.754 1.785
H 1.491 -2.080 -0.268


ii) 21
Properties=species:S:1:pos:R:3 method="wB97M-V/def2-TZVPD" e_homo_ev=-8.71 total_charge=0 homo_lumo_gap_ev=9.574
C 0.070 2.141 0.069
N 0.345 0.728 0.215
C 1.116 0.159 1.208
C 1.274 -1.306 0.874
C 0.309 -1.566 -0.296
C -0.577 -0.261 -0.292
C -0.939 -0.067 -1.787
C -1.921 -0.306 0.501
N -2.792 -0.465 1.238
H -0.356 2.332 -0.918
H -0.729 2.544 0.791
H 0.978 2.764 0.251
H 0.748 0.207 2.229
H 2.032 0.648 1.212
H 1.054 -1.978 1.832
H 2.266 -1.632 0.690
H 0.626 -1.487 -1.373
H -0.352 -2.358 -0.121
H -0.050 0.254 -2.306
H -1.812 0.627 -1.848
H -1.291 -0.978 -2.171


The most stable of them is ii).


i) 16
Properties=species:S:1:pos:R:3 method="wB97M-V/def2-TZVPD" e_homo_ev=-3.08 total_charge=-1 homo_lumo_gap_ev=6.894
C 0.709 -0.357 1.072
C -0.185 0.778 0.591
S 0.677 2.001 -0.462
N 1.134 -1.222 -0.182
H 0.211 -1.078 1.787
H 1.531 0.163 1.657
H -0.586 1.216 1.603
H -1.183 0.540 0.072
H 2.190 -1.277 -0.371
H 0.509 -0.730 -0.807
H 1.011 -2.554 0.538
H 1.330 -4.020 0.108
O 1.166 -3.605 0.965
H -2.559 3.335 -1.492
H -2.806 3.089 -2.891
O -3.150 3.720 -2.187


ii) 16
Properties=species:S:1:pos:R:3 method="wB97M-V/def2-TZVPD" e_homo_ev=-2.59 total_charge=-1 homo_lumo_gap_ev=5.446
C 0.071 -1.000 0.524
C 0.591 -2.114 1.340
S 1.405 -1.690 2.845
N -1.116 -0.246 1.127
H 0.731 -0.144 0.361
H -0.011 -1.466 -0.546
H -0.295 -2.868 1.289
H 1.324 -2.652 0.724
H -1.882 -0.867 1.079
H -0.798 -0.079 2.108
H 1.018 2.668 -4.904
H 1.693 1.722 -3.814
O 1.076 1.771 -4.520
H -1.198 1.727 0.349
H -1.045 2.668 1.427
O -1.564 2.570 0.611


iii) 16
Properties=species:S:1:pos:R:3 method="wB97M-V/def2-TZVPD" e_homo_ev=-2.75 total_charge=-1 homo_lumo_gap_ev=6.206
C -0.209 -0.492 0.079
C -0.511 -1.434 -1.128
S 0.856 -1.622 -2.339
N 1.198 -0.281 0.433
H -0.746 0.454 -0.050
H -0.645 -0.923 0.986
H -0.726 -2.436 -0.761
H -1.395 -1.026 -1.627
H 1.546 -1.199 0.673
H 1.677 -0.096 -0.458
H 2.691 0.863 1.142
H 3.244 2.276 1.063
O 3.375 1.444 1.531
H -3.873 1.336 -0.492
H -2.814 1.383 0.597
O -3.668 1.754 0.351


The most stable of them is iii).


i) 10
Properties=species:S:1:pos:R:3 method="wB97M-V/def2-TZVPD" e_homo_ev=-8.55 total_charge=0 homo_lumo_gap_ev=9.438
C -0.631 1.645 0.417
C -0.217 0.509 -0.277
N 0.878 -0.256 0.072
O 1.114 -1.500 -0.606
O 0.221 -2.479 -0.049
H -1.394 2.307 0.048
H 0.057 2.297 1.081
H -0.780 0.227 -1.126
H 1.339 -0.338 1.030
H -0.588 -2.411 -0.590


ii) 10
Properties=species:S:1:pos:R:3 method="wB97M-V/def2-TZVPD" e_homo_ev=-8.42 total_charge=0 homo_lumo_gap_ev=9.329
N 1.873 -0.007 0.078
C 0.828 -0.194 -0.705
O -0.046 -1.040 -0.106
C -1.251 -0.223 -0.288
O -1.196 1.123 0.108
H 2.095 -0.548 0.909
H 2.481 0.745 -0.200
H -1.485 -0.203 -1.352
H -1.945 -0.771 0.333
H -1.318 1.195 1.064


The most stable of them is ii).